147
Properties=species:S:1:pos:R:3:forces:R:3 method="wB97M-V/def2-TZVPD" total_charge=-1 e_above_lowest_ev=0.509 multiplicity=5 lumo_energy_ev="2.07 / 2.07" energy_ev=-115144.697
H 1.12266 -3.23154 7.31297 -0.04 -0.02 0.05
Fe -0.51188 -0.14904 -0.99908 -0.21 -1.37 0.27
O -1.06540 1.33641 0.84152 0.47 -0.69 -0.30
C 1.52127 -0.75256 2.61310 -0.04 -0.02 -0.46
C 0.21087 -2.09850 4.15078 -0.01 0.05 0.05
C 3.64725 -4.18749 -1.18754 -0.17 -0.07 -0.03
N -1.82180 -1.02135 -2.99930 0.11 0.57 0.53
C 4.22849 -4.31791 -6.07367 -0.22 0.15 -0.02
H 4.54436 0.88558 3.16702 0.09 0.05 -0.01
H -4.23713 1.41430 -2.81633 0.07 -0.17 0.11
O 0.89520 -0.68610 0.35887 -0.73 0.77 -1.74
C -2.23963 3.22067 0.03649 -0.19 -0.50 0.14
C -3.06311 -2.19288 -1.06093 -0.08 -0.06 -0.37
C 2.26319 -3.94025 -7.53691 0.12 0.08 0.14
C -0.98835 -1.37409 -4.15654 0.23 0.07 -0.30
O 0.11566 -2.28245 -1.63405 -0.32 0.56 0.62
H -1.63823 -1.84394 -4.92845 0.08 0.17 0.16
H -1.99901 0.91684 -3.68141 -0.03 -0.08 -0.07
H -1.32910 0.52589 2.90531 -0.09 -0.14 0.05
H -2.08063 -2.62369 5.49828 -0.14 -0.01 -0.03
H 0.40705 3.53790 -4.26993 -0.11 -0.01 0.10
H -4.35111 -0.19562 -2.12136 -0.04 0.09 0.06
H 0.07986 8.18349 1.60605 0.05 0.13 -0.01
C 0.95769 -2.53028 -5.11437 0.04 -0.11 0.01
H -1.86199 0.62952 4.58398 -0.01 -0.04 0.15
H -4.08843 -1.81429 -1.06411 0.07 -0.04 0.11
H 2.72978 -1.30521 -6.78477 -0.08 0.10 -0.03
C -1.49548 -2.34882 0.78235 0.26 -0.45 0.01
H -2.31897 7.08419 3.20242 -0.04 -0.06 0.15
H 2.92949 -3.99454 -8.39951 0.05 0.02 -0.10
H 3.74737 -3.13273 -0.94610 0.06 0.15 0.06
H 4.80997 -3.96670 -5.22357 0.09 -0.05 0.09
H -3.80884 3.02622 -1.38559 0.21 -0.12 0.01
H 4.57806 -0.40420 1.08580 0.16 0.07 -0.04
H -1.61767 8.55730 -0.11172 0.02 0.12 0.00
H 3.84338 -1.85134 1.79028 0.04 -0.15 0.07
H -4.82876 0.46455 -0.18332 0.15 0.05 -0.02
H -2.31012 2.67835 5.59788 0.03 -0.04 0.07
C 1.71317 -3.70295 -2.71039 -0.20 0.07 0.13
H 0.57570 6.65804 0.85446 0.08 -0.04 -0.06
H 1.27339 -1.56967 6.73943 0.06 0.12 0.02
H 4.04109 -0.59821 3.97272 0.06 -0.10 0.12
H 4.09334 -1.63280 -5.72319 0.05 0.08 0.07
C 3.67938 0.31150 3.49760 -0.24 -0.12 -0.23
H -0.62183 -0.43361 -4.58296 -0.21 -0.02 0.03
N 0.22099 3.83644 -3.32607 0.15 -0.18 0.21
C 2.80847 -0.00236 2.27420 0.17 0.07 -0.09
H 3.21023 -4.64481 -3.85516 0.19 -0.07 0.00
H 1.39746 -3.18699 0.02188 -0.06 0.07 0.13
C -1.81126 7.48783 -0.17894 -0.02 -0.13 0.23
H 0.65333 3.34888 4.03484 0.06 0.11 -0.01
H 2.30071 -6.59792 -0.93094 0.04 -0.08 0.08
C -0.56269 -1.80966 1.85467 0.14 0.22 -0.16
H -2.54486 -0.27882 1.58275 -0.20 -0.05 0.00
H -2.31754 8.56662 2.25101 0.01 0.14 0.01
H -0.77829 -4.62958 4.51226 -0.10 -0.08 -0.08
C 1.30455 -1.28847 3.86470 -0.27 -0.12 0.10
H 4.87494 -4.30438 -6.95310 0.00 0.00 -0.05
C -1.45149 3.19916 2.31334 -0.02 -0.19 -0.01
C -3.17349 -0.61543 0.76393 -0.10 0.26 0.32
H 0.16060 2.09271 5.18010 0.02 -0.07 0.14
C 1.37042 -4.24033 -0.23052 0.09 0.05 -0.01
H -2.18069 -3.06094 1.28070 0.09 0.09 -0.11
C -3.76990 0.63858 0.07237 -0.01 -0.25 0.18
C 3.63299 -0.88883 1.32826 -0.09 0.07 0.01
C -2.53381 -2.20099 -2.51920 0.03 -0.28 0.19
C 0.07512 -2.86416 5.45903 -0.03 -0.09 0.17
H 1.75559 1.16793 0.80146 0.06 0.11 -0.03
C -0.71480 -2.31020 3.13364 0.07 0.06 0.24
H 3.07269 -1.05190 0.41339 0.05 -0.09 -0.13
C 2.03297 -6.00977 -1.80955 0.06 0.18 0.04
H 0.61881 -2.08226 -6.04197 0.01 0.08 -0.16
C -2.13355 3.31172 4.72829 0.12 -0.08 -0.14
H -1.24274 5.09961 3.19232 0.07 0.10 0.17
C 0.61019 -1.05284 1.55266 -0.31 -0.29 1.18
C -1.33166 2.52104 3.67440 0.06 -0.19 0.20
H -0.08889 3.97262 -0.75026 0.03 0.08 -0.07
C -2.29948 4.60575 0.07440 0.05 0.18 0.15
C -2.49412 7.49162 2.21074 0.13 -0.05 -0.15
H -1.57808 -2.93407 3.33156 -0.10 -0.08 -0.01
H -1.59742 4.19542 5.07181 0.00 0.12 0.02
C 0.43374 2.86925 -2.40181 0.14 0.75 0.08
C 3.54664 -1.99538 -6.59158 -0.01 -0.19 -0.05
H 0.33620 -4.53750 -0.38266 -0.17 0.02 0.07
H -3.53649 7.32201 1.94704 -0.11 -0.03 0.00
H 1.42749 -3.29455 -7.79332 -0.14 0.05 -0.05
H 4.29550 -4.40929 -2.03219 0.10 -0.02 -0.09
C -1.78308 5.32610 1.14662 -0.04 0.05 -0.12
C -1.56612 6.83013 1.18036 -0.03 0.22 -0.03
H -4.01000 -1.20728 1.18577 0.19 0.00 -0.06
H -2.75675 5.11678 -0.76324 -0.01 0.12 -0.18
H -3.13365 -3.25068 -0.75871 -0.01 0.18 0.00
C 3.01500 -3.40989 -6.30768 0.09 -0.01 -0.19
H 2.66949 -6.32014 -2.63496 0.07 -0.06 -0.10
H 2.18439 -2.87045 5.95156 0.14 0.01 0.02
C 0.22814 -2.26740 -3.97320 -0.09 0.05 0.26
H 0.11185 5.78828 -3.99625 -0.02 0.00 0.02
C 2.39411 -3.94275 -3.88835 -0.05 0.15 -0.23
C -3.64720 0.60514 -2.34196 0.07 -0.17 -0.47
H 0.78186 5.62011 -2.36730 -0.01 0.04 0.02
H 0.06791 -4.97213 6.02461 -0.03 -0.08 0.12
H 3.98607 -4.77349 -0.33296 0.06 -0.05 0.11
H 0.97853 -4.60322 4.55133 0.08 -0.07 -0.05
H -1.20907 -1.44972 6.48091 -0.02 0.10 0.01
H -3.75630 1.44546 0.80766 -0.08 -0.09 -0.01
H 2.02062 -1.08693 4.64218 0.15 0.02 0.12
H -2.20371 2.70825 -2.05474 -0.06 -0.02 -0.06
H 1.77372 -4.82108 0.60066 0.10 -0.13 0.04
H 0.62045 1.64169 3.54190 0.15 -0.05 -0.03
H 3.42183 1.69729 1.08869 0.13 0.08 -0.06
H -1.14825 7.06869 -0.93169 0.07 -0.05 -0.16
C 0.02673 5.24134 -3.06028 -0.10 0.03 0.26
C 0.12376 2.40214 4.13548 -0.16 0.01 -0.08
C 1.23870 -2.61060 6.42320 -0.19 -0.03 -0.17
N -3.03208 1.07705 -1.10636 0.22 -0.07 -0.16
H -0.86680 -2.88881 0.07470 -0.16 -0.11 0.00
H 3.13851 0.90547 4.23139 -0.08 0.08 0.15
H 1.00144 -6.23646 -2.07743 -0.08 -0.03 -0.01
S 0.79433 1.33567 -2.96392 -0.18 -1.17 0.37
H 0.12109 6.69681 2.55309 0.07 -0.04 0.11
H -3.39553 -2.43383 -3.17818 0.14 0.07 0.04
C 0.66656 -2.72434 -2.69485 0.24 -0.19 -0.71
C -1.46872 4.57474 2.27778 -0.06 0.02 -0.20
H 1.87880 -4.93953 -7.33803 -0.07 -0.07 0.01
N 0.41849 3.16673 -1.09545 -0.10 -0.02 -0.41
H 3.91964 -5.34701 -5.89584 0.02 -0.10 0.07
C -2.66725 0.09649 -3.39949 -0.36 0.21 -0.09
C -1.91223 1.11127 3.60904 0.17 0.06 -0.02
C -2.83578 2.52509 -1.17547 0.08 0.31 -0.09
H -0.96608 5.42336 -2.63734 0.08 0.06 0.00
C 2.09931 -3.32388 -5.09471 0.03 -0.12 -0.10
C -1.55848 2.48998 1.06243 -0.16 0.93 -0.23
C -1.23374 -2.49240 6.16703 0.16 -0.08 -0.06
H -1.82241 -3.01958 -2.60050 -0.09 0.00 -0.06
C 0.08196 -4.36401 5.11976 -0.03 0.13 0.12
C -0.10507 7.10971 1.57436 -0.23 0.03 -0.05
H -3.27117 -0.16928 -4.29446 0.12 0.04 0.11
H -1.38807 -3.11538 7.04902 -0.03 -0.06 0.10
C 2.17765 -4.50813 -1.49725 0.02 -0.15 0.19
H 4.21745 -1.99257 -7.45210 0.07 0.00 -0.11
H 2.16077 2.07931 2.26030 -0.01 0.12 0.08
H -2.83996 7.35364 -0.50224 -0.16 -0.02 -0.10
H -2.95284 1.14947 3.28941 -0.18 -0.08 -0.05
N -2.30424 -1.43845 -0.06029 0.52 0.57 -0.13
H -3.09717 3.62356 4.32543 -0.07 0.02 0.02
H 0.37046 2.36071 -0.47197 0.07 0.18 0.05
C 2.51356 1.32521 1.56182 -0.05 -0.01 0.02